# C15H14F6N5O4PtS3Se2

A molecular structure, C15H14F6N5O4PtS3Se2 at a distorted geometry (ωB97M-V/def2-TZVPD, the OMol25 dataset).

The geometry in ORCA input format:
```
! wB97M-V def2-TZVPD RIJCOSX def2/J DEFGRID3
* xyz 1 1
Pt 0.03667 0.32443 -0.91114
Se -2.27158 2.88757 -0.61225
Se -0.74174 2.63132 -2.33456
S -1.96491 -2.83775 1.36731
S 3.10311 -0.39684 -1.50754
S 1.62650 -2.54149 -0.50643
F 0.20840 -2.32218 -2.65977
F 1.48056 0.17228 -3.54338
F 3.29428 -0.82904 -4.13713
F -0.44906 -3.98326 -1.44674
F 3.34902 1.24471 -3.52231
F 1.37712 -4.15425 -2.57943
O 2.18567 0.46310 -0.73112
O 0.71801 -1.59109 0.14469
O 4.47288 -0.10804 -1.30032
O 2.12339 -3.55169 0.35314
N -2.00792 0.08620 -0.97419
N -1.97614 -0.77212 3.08456
N 2.70580 -1.89244 -1.44488
N -0.41802 -2.25153 3.48034
N 0.85251 2.68819 -0.11317
C 0.62746 -3.34177 -1.86346
C 1.80715 3.96308 -1.90097
C -2.84355 1.05575 -0.55305
C 2.92642 4.22589 -1.11816
C -3.83983 -1.44435 -0.97305
C -1.42892 -1.93269 2.66523
C 0.81949 3.18212 -1.34150
C -1.38459 -0.29807 4.33678
C 2.80120 0.05420 -3.30141
C -4.15927 0.79319 -0.22152
C -4.66161 -0.48382 -0.41706
C 2.97666 3.72858 0.17184
C 1.91185 2.96866 0.63829
C -0.18602 -1.25007 4.51833
C -2.51334 -1.13751 -1.20389
H -5.68960 -0.71641 -0.17556
H -0.17710 -1.71360 5.50368
H 3.83268 3.91631 0.80378
H -1.84638 -1.87654 -1.61758
H -1.07692 0.74289 4.24128
H 0.76601 -0.74032 4.35968
H 0.24648 -2.97022 3.25459
H -2.89216 -0.49234 2.78816
H 1.90948 2.56529 1.64295
H -2.09676 -0.37924 5.15963
H -4.20570 -2.43063 -1.21311
H 1.71339 4.33599 -2.91163
H 3.74467 4.81107 -1.51482
H -4.78574 1.59854 0.13685
*
```

Computed properties:
LUMO ... -5.28 eV
Kohn-Sham gap ... 0.1963 hartree
DFT total energy ... -214164.33023 eV